A 2-piece molecular cluster, C16H28N3O6S overall at a distorted geometry. Source: the OMol25 dataset; level of theory: wB97M-V/def2-TZVPD.

XYZ file:
```
54
Properties=species:S:1:pos:R:3:nbo_charge:R:1
C -3.2813 0.7663 1.7533 -0.157
C -2.8593 -0.3384 1.5979 0.110
N -2.0245 -1.4183 1.2768 -0.402
C -1.2978 -1.9320 2.4721 -0.234
C -0.9252 -0.8650 3.5359 -0.416
C 0.0308 0.2492 2.9923 -0.518
C 1.1654 0.6252 3.9603 0.786
O 2.2555 0.1934 3.7528 -0.522
O 0.9144 1.4631 5.0113 -0.682
C -1.2527 -1.1644 0.1744 0.760
N -0.1114 -1.8175 -0.0809 -0.815
N -1.7340 -0.2331 -0.7379 -0.435
C -2.9061 -0.7722 -1.5394 -0.344
S -4.3456 0.3925 -1.4697 0.211
C -3.6710 2.0836 -1.5188 -0.550
C -4.6084 3.1113 -0.8132 -0.615
C -0.7296 0.2105 -1.7149 -0.264
C 0.3639 1.0997 -0.9671 0.055
C 0.3301 2.6127 -1.3383 -0.125
O 1.3647 1.6513 -1.7916 -0.482
H -3.5985 1.7960 1.7718 0.261
H -1.9882 -2.6301 2.9824 0.245
H -0.3935 -2.5155 2.2599 0.231
H -0.3484 -1.4167 4.3067 0.247
H -1.8000 -0.4662 4.0734 0.241
H -0.6013 1.1245 2.7401 0.228
H 0.4859 -0.1372 2.0660 0.194
H 0.4517 2.2492 4.6837 0.492
H -0.0066 -2.2944 -0.9676 0.446
H 0.6140 -1.8009 0.6226 0.436
H -2.6042 -0.8684 -2.5919 0.232
H -3.2788 -1.7129 -1.1066 0.238
H -3.6260 2.4049 -2.5761 0.226
H -2.6708 2.1868 -1.0633 0.212
H -4.1213 4.0911 -0.6826 0.228
H -4.9704 2.7683 0.1691 0.206
H -5.4846 3.2801 -1.4607 0.229
H -0.1794 -0.5861 -2.2442 0.208
H -1.1216 0.8951 -2.4790 0.242
H 0.6070 0.8407 0.0845 0.181
H -0.3569 2.9273 -2.1228 0.206
H 0.5946 3.1637 -0.4342 0.207
C 6.1300 -3.3840 -2.4797 -0.258
O 5.9706 -2.1921 -1.7063 -0.483
C 4.8009 -1.5819 -1.8717 0.981
O 3.9050 -1.9464 -2.5923 -0.660
O 4.7856 -0.4945 -1.0985 -0.490
C 3.5788 0.2595 -1.1863 -0.247
H 7.1161 -3.7839 -2.2582 0.204
H 5.3814 -4.1254 -2.2027 0.189
H 6.0736 -3.1619 -3.5444 0.197
H 2.7302 -0.3463 -0.8642 0.155
H 3.4255 0.6264 -2.1969 0.210
H 3.6710 1.1113 -0.5176 0.202
```

Total charge   +1
LUMO energy   -4.20 eV
Electronic energy   -44624.8981 eV
F_max   3.738 eV/A
HOMO-LUMO gap   7.697 eV
HOMO energy   -11.90 eV